No. 1
A molecular structure, C25H27KN7O6S. Source: the OMol25 dataset; level of theory: wB97M-V/def2-TZVPD.

As for the energy relative to the best compared isomer or geometry (same formula, charge and spin): 4.6 kJ/mol. As for the frontier orbital gap: 7.66 eV. The largest force on an atom is 0.181 eV/Å.

```
! wB97M-V def2-TZVPD RIJCOSX def2/J DEFGRID3
* xyz -1 1
K 1.03 -0.11 0.88
O -1.34 -1.56 1.15
C -1.56 -2.39 2.17
O -2.30 -3.35 2.12
C -0.83 -2.02 3.44
O 0.17 -1.07 3.22
C 0.67 -0.53 4.44
C 1.86 0.43 4.21
O 2.21 1.05 5.22
O 2.36 0.46 3.05
H -1.87 -1.83 0.35
H -0.42 -2.96 3.85
H -1.58 -1.66 4.15
H 1.01 -1.34 5.10
H -0.12 0.02 4.96
C 0.04 -3.15 -2.93
C 0.73 -2.51 -1.76
N 1.03 -1.27 -1.68
N 0.77 -0.48 -2.77
C 0.33 0.70 -2.44
O 0.02 1.11 -1.26
C 0.13 1.66 -3.58
C -0.33 2.94 -3.31
C -0.52 3.86 -4.34
C -0.26 3.49 -5.65
C 0.20 2.21 -5.93
C 0.40 1.30 -4.90
C 1.05 -3.35 -0.57
C 0.64 -4.69 -0.51
C 0.89 -5.42 0.63
C 1.54 -4.82 1.69
C 1.93 -3.50 1.55
N 1.69 -2.78 0.45
H -0.13 -2.40 -3.70
H -0.92 -3.57 -2.64
H 0.65 -3.96 -3.35
H -0.53 3.21 -2.28
H -0.89 4.85 -4.12
H -0.41 4.20 -6.46
H 0.41 1.91 -6.95
H 0.75 0.30 -5.10
H 0.11 -5.13 -1.34
H 0.56 -6.45 0.70
H 1.74 -5.36 2.61
H 2.43 -2.97 2.35
S -2.98 -1.55 -1.57
C -3.47 -0.10 -0.86
N -2.54 0.85 -0.56
C -2.83 1.99 0.09
C -4.12 2.26 0.43
C -5.07 1.30 0.02
N -4.77 0.18 -0.59
H -1.53 0.74 -0.85
H -1.99 2.62 0.32
H -4.40 3.15 0.96
H -6.12 1.46 0.22
C 2.79 3.61 3.12
N 2.10 3.35 1.86
C 2.89 2.69 0.82
C 0.82 2.98 1.94
N -0.30 2.71 1.97
H 3.65 4.25 2.90
H 3.11 2.68 3.60
H 2.12 4.14 3.79
H 3.71 3.36 0.54
H 2.27 2.50 -0.05
H 3.32 1.76 1.19
*
```

Löwdin atomic charge list, values in e, 2 entries: 0.774 0.019

***

No. 2
A single C3H6N4 molecule at a distorted geometry. Source: the OMol25 dataset; level of theory: wB97M-V/def2-TZVPD.

As for the energy relative to the best compared isomer or geometry (same formula, charge and spin): 338.3 kJ/mol. The SMILES is Cc1nnn(C)n1. As for the frontier orbital gap (spin up / spin down): 9.95 / 9.95 eV. The largest force on an atom is 5.210 eV/Å.

```
! wB97M-V def2-TZVPD RIJCOSX def2/J DEFGRID3
* xyz 0 1
C -2.52 0.35 -0.03
C -1.15 -0.30 0.16
N -0.56 -1.24 0.81
N 0.68 -1.26 0.69
N 1.04 -0.12 -0.07
C 2.47 0.15 -0.16
N 0.10 0.56 -0.59
H -3.33 -0.20 0.60
H -2.32 1.34 0.33
H -2.73 0.22 -1.11
H 2.84 0.77 0.57
H 2.82 -0.85 -0.02
H 2.65 0.59 -1.19
*
```

Löwdin atomic charge list, values in e, 2 entries: -0.060 -0.248

***

No. 3
A single C3H3ClF2O2 molecule at a distorted geometry. Source: the OMol25 dataset; level of theory: wB97M-V/def2-TZVPD.

As for the energy relative to the best compared isomer or geometry (same formula, charge and spin): 0.0 kJ/mol. The SMILES is O=C(O)CC(F)(F)Cl. As for the frontier orbital gap: 11.73 eV. The largest force on an atom is 1.738 eV/Å.

```
! wB97M-V def2-TZVPD RIJCOSX def2/J DEFGRID3
* xyz 0 1
O -1.26 -1.28 0.76
C -0.77 -0.20 0.87
O -1.11 0.64 1.87
C 0.40 0.43 0.04
C 0.78 -0.28 -1.24
F 1.23 -1.49 -0.98
F 1.73 0.43 -1.87
Cl -0.64 -0.40 -2.37
H -1.79 0.23 2.40
H 0.14 1.48 -0.19
H 1.29 0.44 0.71
*
```

Löwdin atomic charge list, values in e, 2 entries: 0.125 -0.511